# 1
{
  "formula": "C8H15IO4",
  "method": "ωB97M-V/def2-TZVPD",
  "multiplicity": 1,
  "gap_ev": 9.9,
  "homo_energy_ev": -9.30,
  "smiles": "CCOCCOC(=O)O[C@@H](I)CC",
  "species": ["C", "C", "O", "C", "C", "O", "C", "O", "O", "C", "I", "C", "C", "H", "H", "H", "H", "H", "H", "H", "H", "H", "H", "H", "H", "H", "H", "H"],
  "coordinates": [[-3.7040, 0.5753, -1.3296], [-4.2776, 0.2819, 0.0520], [-3.4003, -0.4270, 0.8994], [-2.2595, 0.2978, 1.3077], [-1.0359, -0.5025, 0.9097], [0.0744, 0.0637, 1.6201], [1.2669, -0.4449, 1.2611], [1.4476, -1.5656, 0.8481], [2.2199, 0.4805, 1.5034], [3.3982, 0.3717, 0.7365], [4.7375, -1.1451, 1.5454], [3.1239, 0.3007, -0.7725], [3.8804, -0.7420, -1.5900], [-4.3802, 1.2649, -1.8317], [-3.5948, -0.3353, -1.9083], [-2.7467, 1.0888, -1.2554], [-4.6384, 1.2017, 0.5189], [-5.1438, -0.3618, -0.0878], [-2.2753, 0.4406, 2.3895], [-2.2315, 1.2947, 0.8665], [-1.1994, -1.5446, 1.1623], [-0.8576, -0.3860, -0.1577], [3.9479, 1.2763, 0.9553], [2.0617, 0.1898, -0.9758], [3.4147, 1.2685, -1.1824], [4.9525, -0.5746, -1.5456], [3.5981, -0.6124, -2.6356], [3.6214, -1.7553, -1.3036]],
  "forces_ev_per_angstrom": [[-0.1, 0.3, 0.4], [-0.2, -0.1, -0.5], [0.1, 0.0, 0.0], [0.0, 0.0, 0.2], [-0.3, 0.3, 0.2], [0.7, 0.1, -0.3], [-0.3, -0.9, 0.4], [0.0, 1.1, -0.1], [-0.4, -0.1, -0.2], [0.2, -0.1, -0.1], [-0.1, 0.1, 0.0], [0.5, -0.1, -0.4], [-0.3, 0.3, -0.3], [-0.1, -0.1, -0.2], [0.1, -0.1, -0.1], [0.1, 0.0, -0.1], [0.1, 0.1, 0.2], [-0.1, -0.1, 0.2], [0.0, -0.1, 0.1], [0.0, 0.1, -0.1], [0.2, -0.2, 0.0], [0.0, -0.3, -0.1], [0.0, 0.0, 0.2], [-0.1, 0.0, 0.2], [-0.1, 0.2, 0.1], [0.1, -0.2, 0.2], [0.0, 0.0, -0.1], [0.1, -0.1, 0.2]]
}

# 2
{
  "formula": "C4H16O4Si3",
  "method": "ωB97M-V/def2-TZVPD",
  "multiplicity": 1,
  "gap_ev": 9.0,
  "homo_energy_ev": -8.56,
  "e_above_lowest_kj_mol": 8.5,
  "smiles": "C[Si@@H](O)[Si@](C)(O)O[Si](C)(C)O",
  "species": ["C", "C", "C", "C", "O", "O", "O", "O", "Si", "Si", "Si", "H", "H", "H", "H", "H", "H", "H", "H", "H", "H", "H", "H", "H", "H", "H", "H"],
  "coordinates": [[-0.6734, 1.5089, -2.8094], [1.1808, 1.2805, 2.5998], [3.1590, -0.9565, 1.6575], [-1.5356, -2.5547, -0.4312], [-2.7809, -0.2777, -2.7832], [2.1888, 0.7853, -0.2950], [-2.1179, -0.5135, 1.4321], [0.3404, -0.6564, 0.8416], [-2.0852, 0.7884, -1.7789], [1.7086, 0.1390, 1.1482], [-1.1406, -0.7502, 0.1355], [0.1082, 0.8667, -3.1333], [-1.0117, 1.9232, -3.7109], [-0.1013, 2.3706, -2.4403], [2.0737, 1.7014, 2.9984], [0.5119, 2.1013, 2.3802], [0.7315, 0.7673, 3.3945], [4.1651, -0.3999, 1.6854], [3.0040, -1.3701, 2.5824], [3.1757, -1.7126, 0.9857], [-1.0121, -3.3728, -0.0367], [-2.5770, -2.5799, -0.2498], [-1.4597, -2.4434, -1.4572], [-3.6747, -0.3741, -2.8300], [2.5190, 1.7378, -0.3294], [-1.5950, 0.0735, 2.0036], [-3.1016, 1.9179, -1.5597]],
  "forces_ev_per_angstrom": [[0.4, 0.9, 1.1], [0.9, 0.3, -1.9], [0.7, 4.1, 0.0], [0.2, 3.0, 0.9], [3.0, -0.5, -0.5], [0.6, 2.6, 0.0], [-0.1, 0.8, 0.8], [-0.1, -0.5, -0.9], [1.8, 0.6, 0.9], [0.5, 0.6, 1.1], [-0.8, -1.0, -0.9], [0.5, -1.3, 0.1], [-1.2, 0.4, -1.5], [-0.3, -0.1, 0.8], [0.8, 0.6, 0.5], [-0.2, 0.3, -0.4], [-0.6, -1.3, 1.1], [-1.6, -0.7, -0.2], [-0.4, -1.0, 2.5], [0.5, -2.5, -2.3], [0.8, -0.9, 0.6], [-1.3, -0.4, 0.4], [0.4, -0.5, -2.4], [-3.7, -0.5, -0.2], [-0.7, -2.1, 0.1], [-0.6, -0.2, 0.2], [0.6, -0.6, 0.4]]
}

# 3
{
  "formula": "C32H33N4O2Si2Sm",
  "method": "ωB97M-V/def2-TZVPD",
  "multiplicity": 6,
  "gap_ev": [5.1, 5.0],
  "homo_energy_ev": [-6.37, -6.25],
  "species": ["Sm", "C", "Si", "C", "C", "C", "C", "C", "C", "C", "Si", "C", "C", "H", "H", "H", "H", "H", "H", "H", "H", "H", "H", "H", "H", "H", "H", "H", "H", "C", "O", "C", "C", "C", "C", "C", "C", "C", "N", "C", "C", "N", "C", "C", "C", "C", "N", "C", "C", "N", "C", "C", "C", "C", "H", "H", "H", "H", "H", "H", "H", "H", "H", "H", "H", "H", "H", "H", "C", "C", "O", "H", "H", "H"],
  "coordinates": [[0.2006, 0.2148, -0.2673], [0.2751, 2.2246, 3.6319], [1.1882, 1.6965, 1.9758], [2.1292, 3.3551, 1.5332], [2.6494, 0.5415, 2.6494], [3.4680, 1.0912, 3.6352], [4.5497, 0.4127, 4.1635], [4.8289, -0.8670, 3.7231], [4.0206, -1.4364, 2.7599], [2.9387, -0.7597, 2.2001], [1.9785, -1.7402, 0.7885], [1.4512, -3.4050, 1.6643], [3.4342, -2.3848, -0.3537], [0.9568, 2.7186, 4.3181], [-0.1532, 1.3728, 4.1542], [-0.5366, 2.9201, 3.4273], [2.6892, 3.7370, 2.3821], [1.4308, 4.1327, 1.2275], [2.8315, 3.2059, 0.7147], [3.2632, 2.0868, 4.0027], [5.1726, 0.8788, 4.9127], [5.6698, -1.4138, 4.1242], [4.2475, -2.4405, 2.4307], [2.3083, -3.9374, 2.0658], [0.9581, -4.0670, 0.9572], [0.7598, -3.2300, 2.4829], [4.0865, -3.0765, 0.1731], [4.0492, -1.5649, -0.7186], [3.0401, -2.9102, -1.2214], [-13.5894, -3.1197, -0.7192], [-12.7630, -3.2437, 0.4109], [-11.4630, -2.8783, 0.3038], [-10.7036, -3.0367, 1.4648], [-9.3687, -2.7082, 1.4877], [-8.7502, -2.2058, 0.3390], [-9.5155, -2.0455, -0.8174], [-10.8545, -2.3748, -0.8444], [-7.3549, -1.8395, 0.2855], [-6.7716, -1.3367, -0.7796], [-5.4791, -1.1244, -0.4367], [-5.2598, -1.5124, 0.8847], [-6.4705, -1.9653, 1.3269], [-3.9963, -1.4121, 1.5178], [-3.7357, -1.7982, 2.8280], [-2.4470, -1.6388, 3.3281], [-1.4724, -1.1062, 2.5050], [-1.6737, -0.7301, 1.2407], [-2.9343, -0.8707, 0.7268], [-3.1516, -0.4646, -0.6248], [-2.0904, 0.0488, -1.3250], [-2.2997, 0.3988, -2.5960], [-3.5097, 0.2860, -3.2578], [-4.6039, -0.2158, -2.5617], [-4.4284, -0.5924, -1.2373], [-14.5684, -3.4711, -0.4007], [-13.2294, -3.7397, -1.5447], [-13.6621, -2.0785, -1.0451], [-11.2025, -3.4266, 2.3363], [-8.8152, -2.8432, 2.4053], [-9.0250, -1.6545, -1.6932], [-11.4065, -2.2371, -1.7582], [-6.6781, -2.3274, 2.2417], [-4.5209, -2.2103, 3.4438], [-2.2049, -1.9234, 4.3401], [-0.4595, -0.9686, 2.8739], [-1.4332, 0.7952, -3.1202], [-3.5901, 0.5847, -4.2914], [-5.5742, -0.3250, -3.0170], [2.0529, 0.0657, -3.6650], [1.1518, 0.0809, -2.4289], [1.2630, 1.1405, -1.7449], [2.5123, 1.0407, -3.8538], [1.5021, -0.2758, -4.5397], [2.8321, -0.6717, -3.4668]],
  "forces_ev_per_angstrom": [[-2.2, -1.5, 1.9], [0.2, -0.2, -0.7], [0.9, 0.7, 1.4], [-0.3, -0.6, 0.1], [-0.7, 0.5, -0.3], [0.1, 0.1, 0.1], [0.0, 0.1, 0.1], [0.1, -0.1, 0.0], [0.1, -0.1, 0.1], [-0.5, -0.4, -0.6], [1.2, -0.8, 0.6], [0.0, 0.7, -0.4], [-0.6, 0.3, 0.3], [0.2, 0.1, 0.1], [-0.1, -0.2, 0.1], [-0.1, 0.1, -0.1], [0.1, 0.0, 0.2], [-0.1, 0.1, 0.0], [0.1, -0.1, -0.1], [0.0, 0.2, 0.0], [0.1, 0.1, 0.1], [0.1, -0.1, 0.1], [0.0, -0.2, -0.1], [0.2, 0.0, 0.1], [-0.1, -0.1, -0.2], [-0.2, 0.1, 0.2], [0.1, -0.1, 0.2], [0.1, 0.2, 0.0], [-0.1, -0.1, -0.1], [-0.2, 0.0, -0.2], [0.4, 0.0, 0.3], [0.1, 0.0, 0.1], [-0.2, 0.0, 0.0], [0.1, 0.1, -0.3], [-0.7, -0.2, 0.0], [0.3, 0.0, 0.4], [-0.3, -0.1, 0.1], [0.6, 0.2, -0.1], [-0.4, 0.0, -0.2], [0.2, -0.3, 1.1], [0.0, 0.3, -1.0], [-0.2, -0.1, 0.0], [0.5, 0.4, -0.7], [1.1, 0.1, 0.4], [-1.3, -0.3, -0.1], [0.7, 0.4, -0.8], [-1.4, -0.4, 0.5], [0.5, -0.5, 1.7], [0.0, 0.6, -1.7], [-1.3, -0.3, -0.3], [0.8, 0.1, 0.5], [-1.0, -0.4, 0.3], [0.9, 0.4, -0.6], [0.6, -0.1, 0.7], [0.0, 0.0, -0.1], [0.0, 0.0, 0.0], [0.0, 0.0, 0.0], [0.0, -0.1, 0.2], [0.0, 0.0, 0.1], [0.0, 0.0, -0.1], [-0.1, 0.0, -0.1], [0.0, 0.0, -0.1], [0.0, 0.0, 0.1], [0.1, 0.0, 0.0], [0.0, 0.0, 0.0], [-0.1, -0.1, 0.1], [0.0, 0.0, 0.0], [-0.1, 0.0, -0.1], [-0.6, 0.2, 0.6], [1.2, -0.1, -1.1], [1.6, 1.8, -2.4], [-0.1, -0.1, 0.0], [0.0, -0.1, 0.0], [0.0, -0.1, 0.0]]
}

# 4
{
  "formula": "C48H60BN10O2ReS3Sb",
  "method": "ωB97M-V/def2-TZVPD",
  "total_charge": 2,
  "multiplicity": 2,
  "gap_ev": [5.9, 6.3],
  "homo_energy_ev": [-13.17, -13.13],
  "e_above_lowest_kj_mol": 19.9,
  "species": ["Re", "C", "C", "C", "C", "C", "C", "N", "N", "B", "N", "C", "C", "C", "N", "C", "C", "C", "N", "C", "C", "C", "N", "C", "C", "C", "H", "H", "H", "H", "H", "H", "H", "H", "H", "H", "H", "H", "H", "H", "H", "H", "H", "H", "H", "H", "H", "H", "H", "H", "H", "H", "H", "H", "O", "S", "O", "N", "C", "S", "C", "C", "C", "C", "C", "C", "H", "H", "H", "H", "S", "Sb", "C", "C", "C", "C", "C", "C", "C", "C", "C", "C", "C", "C", "C", "C", "C", "C", "C", "C", "H", "H", "H", "H", "H", "H", "H", "H", "H", "H", "H", "H", "H", "H", "H", "C", "N", "C", "C", "N", "N", "C", "C", "H", "H", "H", "H", "H", "H", "H", "H", "H", "H", "H", "H", "H"],
  "coordinates": [[1.4701, 0.5353, 0.2557], [-1.7691, -0.1897, 3.9712], [-0.7439, -0.9734, 3.1405], [-0.7334, -2.4373, 3.5735], [0.5666, -0.2854, 3.3559], [1.2315, -0.1819, 4.5794], [2.2312, 0.7467, 4.3724], [2.1608, 1.1684, 3.1075], [1.1660, 0.5241, 2.4679], [2.9936, 2.2824, 2.4516], [2.1013, 3.1571, 1.5514], [2.0966, 4.4917, 1.5874], [1.3216, 4.9506, 0.5494], [0.8621, 3.8100, -0.1178], [1.3520, 2.7211, 0.5095], [-0.1153, 3.9526, -1.2568], [0.0843, 3.0163, -2.4399], [-1.5481, 3.8488, -0.7198], [4.0334, 1.6206, 1.5480], [5.3286, 1.9219, 1.4425], [5.8978, 1.0345, 0.5589], [4.8639, 0.1900, 0.1378], [3.7281, 0.5774, 0.7519], [5.1982, -1.0325, -0.6752], [5.5506, -2.1686, 0.2957], [4.2035, -1.5395, -1.7166], [-2.7829, -0.5210, 3.7623], [-1.5772, -0.3420, 5.0303], [-1.7027, 0.8768, 3.7654], [-0.9912, -0.9262, 2.0696], [-0.4411, -2.5276, 4.6160], [-1.7290, -2.8576, 3.4602], [-0.0452, -3.0097, 2.9630], [1.0069, -0.7064, 5.4853], [2.9748, 1.1127, 5.0508], [3.5081, 2.9435, 3.2786], [2.6263, 5.0314, 2.3432], [1.1125, 5.9668, 0.2925], [0.0202, 4.9748, -1.6252], [-0.0335, 1.9812, -2.1336], [-0.6598, 3.2187, -3.2066], [1.0686, 3.1634, -2.8778], [-1.6673, 2.9222, -0.1563], [-1.7910, 4.6863, -0.0710], [-2.2507, 3.8367, -1.5491], [5.7546, 2.7386, 1.9864], [6.9239, 0.9863, 0.2626], [6.1191, -0.7719, -1.2068], [4.6475, -2.5623, 0.7538], [6.0405, -2.9715, -0.2480], [6.2240, -1.8288, 1.0790], [3.2070, -1.6758, -1.3042], [4.1520, -0.8635, -2.5648], [4.5392, -2.5053, -2.0858], [0.1424, -2.0496, -4.6298], [0.1306, -0.6169, -4.6611], [-1.1011, 0.0388, -4.9763], [0.6370, -0.0974, -3.1356], [1.7799, 0.4738, -3.2273], [2.5638, 1.1102, -1.8417], [2.3823, 0.6090, -4.5550], [3.5837, 1.2122, -4.9028], [3.9117, 1.2929, -6.2485], [3.0710, 0.7576, -7.2141], [1.8816, 0.1236, -6.8621], [1.5532, 0.0661, -5.5316], [4.2324, 1.6165, -4.1406], [4.8224, 1.7850, -6.5510], [3.3367, 0.8429, -8.2551], [1.2372, -0.2995, -7.6138], [-0.7625, 0.2594, -0.4566], [-2.9829, 0.4842, 0.5229], [-3.7198, 1.7115, 2.1721], [-4.9190, 1.3396, 2.7539], [-5.5132, 2.1913, 3.6727], [-4.9155, 3.3997, 3.9912], [-3.7052, 3.7474, 3.4141], [-3.0945, 2.8990, 2.5037], [-3.7661, -1.5341, 0.5396], [-3.9154, -2.1140, -0.7123], [-4.5146, -3.3581, -0.8293], [-4.9652, -4.0185, 0.3034], [-4.8022, -3.4405, 1.5522], [-4.2006, -2.1961, 1.6761], [-4.0289, 1.2475, -1.1782], [-3.5500, 0.9979, -2.4556], [-4.3101, 1.3739, -3.5507], [-5.5372, 1.9896, -3.3626], [-5.9972, 2.2523, -2.0809], [-5.2443, 1.8837, -0.9795], [-5.3978, 0.4041, 2.4993], [-6.4473, 1.9105, 4.1338], [-5.3930, 4.0695, 4.6893], [-3.2325, 4.6838, 3.6636], [-2.1408, 3.1640, 2.0672], [-3.5832, -1.5901, -1.5997], [-4.6374, -3.8011, -1.8061], [-5.4461, -4.9805, 0.2126], [-5.1548, -3.9523, 2.4351], [-4.0933, -1.7529, 2.6559], [-2.5872, 0.5241, -2.6161], [-3.9298, 1.1787, -4.5425], [-6.1318, 2.2771, -4.2141], [-6.9471, 2.7420, -1.9384], [-5.6032, 2.0879, 0.0213], [0.0081, -2.6103, -1.5826], [0.2303, -3.1476, -0.2619], [-0.6758, -4.2186, 0.0912], [1.2676, -2.7747, 0.5078], [1.7980, -1.5580, 0.4779], [1.7872, -3.7087, 1.3557], [2.5419, -3.3531, 2.5393], [2.0179, -5.0759, 0.9292], [0.1704, -3.3794, -2.3431], [0.6799, -1.7801, -1.7818], [-1.0162, -2.2564, -1.6927], [-1.7000, -3.8482, -0.0011], [-0.5228, -4.5488, 1.1141], [-0.5718, -5.0684, -0.5858], [2.7069, -1.5904, 0.9380], [3.6195, -3.4529, 2.3781], [2.2671, -4.0423, 3.3405], [2.3121, -2.3401, 2.8633], [1.7222, -5.2117, -0.1046], [1.4859, -5.7932, 1.5549], [3.0856, -5.2918, 1.0050]],
  "forces_ev_per_angstrom": [[1.2, -0.1, 0.1], [0.1, 0.0, -0.2], [-0.1, -0.1, -0.1], [0.0, 0.3, -0.2], [0.0, 0.0, 0.3], [0.0, -0.1, -0.3], [-0.2, -0.1, -0.1], [0.4, 0.1, 0.5], [-0.4, 0.0, -1.4], [-0.3, -0.5, -0.7], [0.2, 0.6, 0.6], [-0.3, -0.2, -0.2], [0.0, -0.5, -0.1], [-0.1, 0.9, 0.0], [0.0, -1.4, 0.1], [-0.2, -0.3, -0.2], [0.0, 0.1, 0.1], [0.1, 0.0, 0.0], [0.6, 0.3, 0.3], [-0.2, -0.3, -0.2], [-0.3, 0.0, 0.0], [0.7, 0.4, 0.1], [-1.4, -0.4, -0.3], [-0.2, -0.3, -0.1], [0.2, 0.2, -0.1], [0.2, 0.0, -0.1], [-0.1, 0.0, 0.0], [0.0, 0.0, 0.1], [-0.1, 0.0, 0.1], [0.1, 0.0, 0.2], [0.0, -0.1, 0.1], [-0.1, -0.1, 0.0], [0.1, -0.2, 0.0], [-0.1, 0.0, 0.2], [0.1, 0.2, 0.1], [0.2, 0.2, 0.2], [0.2, 0.1, 0.2], [-0.1, 0.2, -0.1], [0.1, -0.1, 0.1], [0.0, 0.1, -0.2], [-0.1, 0.1, -0.1], [0.1, 0.0, -0.1], [0.0, 0.0, 0.0], [0.0, 0.1, 0.1], [-0.1, 0.0, 0.0], [0.1, 0.2, 0.2], [0.3, -0.1, -0.1], [-0.1, 0.0, 0.1], [-0.1, -0.1, 0.1], [0.0, -0.2, 0.0], [0.0, 0.0, 0.1], [0.0, 0.0, -0.1], [0.0, -0.1, -0.1], [0.1, -0.1, -0.1], [0.2, 0.1, -0.2], [-0.1, -0.2, 0.1], [0.2, 0.3, -0.1], [0.1, 0.0, -0.7], [-0.8, -0.1, 0.1], [-0.5, -0.4, 1.8], [0.3, 0.1, -0.6], [-0.3, -0.1, 0.1], [0.0, 0.0, 0.0], [-0.1, 0.0, 0.1], [-0.2, -0.1, -0.2], [-0.1, 0.0, 0.6], [0.1, 0.1, 0.0], [0.1, 0.0, 0.0], [0.0, 0.0, -0.1], [-0.1, 0.0, -0.1], [-0.1, -0.1, 0.2], [-0.4, 0.2, -0.1], [0.4, -0.7, -0.8], [-0.1, -0.2, -0.1], [-0.1, 0.0, 0.0], [0.0, 0.0, 0.0], [0.1, 0.0, 0.0], [0.2, 0.1, -0.1], [0.3, 0.8, 0.2], [0.1, 0.1, -0.2], [0.0, 0.0, 0.0], [0.1, 0.0, 0.0], [0.0, 0.0, 0.1], [0.0, 0.0, 0.2], [0.5, -0.2, 0.5], [0.2, -0.1, -0.1], [0.1, 0.0, -0.1], [0.0, 0.0, 0.1], [-0.1, 0.0, -0.1], [0.0, 0.0, 0.2], [-0.1, -0.1, 0.0], [-0.1, 0.0, 0.0], [0.0, 0.0, 0.1], [0.1, 0.1, 0.1], [0.0, 0.1, 0.0], [-0.1, 0.0, -0.1], [0.0, 0.0, -0.1], [0.0, -0.1, 0.0], [0.0, 0.0, 0.1], [0.0, 0.0, 0.1], [0.0, 0.0, 0.0], [0.0, 0.0, -0.1], [-0.1, 0.0, -0.1], [-0.1, 0.1, 0.0], [-0.1, 0.0, 0.0], [0.1, 0.2, -0.6], [0.6, 0.3, 0.4], [-0.3, -0.3, 0.2], [-0.9, -1.3, 0.1], [0.5, 2.3, 0.2], [0.0, 0.5, -0.3], [0.1, 0.1, 0.3], [0.0, -0.4, -0.2], [0.1, -0.1, 0.1], [-0.1, -0.2, 0.1], [0.0, 0.0, 0.1], [0.0, 0.1, 0.0], [0.0, 0.0, 0.0], [0.1, 0.0, 0.0], [-0.1, 0.0, -0.1], [0.0, 0.0, 0.0], [0.0, 0.1, 0.0], [0.0, 0.0, 0.1], [0.0, 0.0, -0.1], [-0.1, 0.0, 0.0], [0.0, 0.0, 0.0]]
}

Going through the records in order, we get max |F| values of 1.08; 4.18; 3.44; 2.36 eV Å⁻¹.
Going through the records in order, we get calculated total energy values of -24829.2804; -36236.2127; -77433.6862; -111584.5934 eV.